[1]
C8H8NO3S | the ωB97M-V functional and the def2-TZVPD basis

F_max = 0.0870 Eh/bohr
Expectation value of S² = 2.027
Calculated total energy = -26880.907 eV

ORCA input file:
```
! wB97M-V def2-TZVPD RIJCOSX def2/J DEFGRID3
* xyz 1 3
C -1.25 2.47 1.74
C -1.11 1.30 2.43
C -0.71 2.59 0.41
C -0.66 0.18 1.83
C -0.14 1.47 -0.17
C -0.07 0.27 0.57
C 0.51 1.60 -1.45
C 0.36 -1.14 -1.71
N 1.76 -1.58 -1.94
O 1.38 2.28 -1.86
O 0.58 -0.86 -0.01
O -0.38 -2.27 -1.84
S -0.31 0.23 -2.67
H -1.84 3.31 2.20
H -1.46 1.21 3.46
H -0.82 3.42 -0.18
H -0.74 -0.87 2.24
H 2.09 -1.39 -2.96
H 1.92 -2.55 -1.59
H 2.38 -0.99 -1.23
H -1.32 -2.15 -1.97
*
```

Which charges does Löwdin predict for the atoms? In e, they are: C 0.03; C -0.08; C 0.06; C 0.01; C -0.18; C -0.18; C -0.57; C -0.71; N 0.21; O 0.08; O -0.03; O 0.05; S 1.01; H 0.16; H 0.13; H 0.11; H 0.16; H 0.22; H 0.18; H 0.23; H 0.13


[2]
C8H8O3 | the ωB97M-V functional and the def2-TZVPD basis

Energy relative to the best compared isomer or geometry (same formula, charge and spin) = 245.7 kJ/mol
SMILES string = COc1ccc(O)cc1C=O
F_max = 0.0661 Eh/bohr
Calculated total energy = -14566.202 eV

ORCA input file:
```
! wB97M-V def2-TZVPD RIJCOSX def2/J DEFGRID3
* xyz 0 1
C -2.94 -0.80 0.13
O -1.97 0.21 -0.13
C -0.61 -0.08 -0.22
C -0.02 -1.35 -0.26
C 1.34 -1.50 -0.17
C 2.22 -0.44 -0.04
O 3.62 -0.59 0.13
C 1.60 0.81 -0.04
C 0.24 1.04 -0.11
C -0.28 2.49 0.02
O 0.58 3.38 -0.17
H -3.90 -0.34 0.07
H -3.02 -1.32 1.08
H -2.77 -1.75 -0.52
H -0.65 -2.24 -0.15
H 1.73 -2.50 -0.13
H 3.92 0.41 0.10
H 2.21 1.78 -0.01
H -1.30 2.81 0.43
*
```

Which charges does Löwdin predict for the atoms? In e, they are: C -0.09; O -0.10; C -0.21; C -0.01; C -0.02; C -0.28; O 0.00; C 0.01; C -0.11; C -0.12; O -0.01; H 0.08; H 0.08; H 0.11; H 0.11; H 0.11; H 0.15; H 0.15; H 0.15


[3]
C8H8O3 | the ωB97M-V functional and the def2-TZVPD basis

Energy relative to the best compared isomer or geometry (same formula, charge and spin) = 384.4 kJ/mol
SMILES string = CC(=O)c1cc(O)cc(O)c1
F_max = 0.1361 Eh/bohr
Calculated total energy = -14564.765 eV

ORCA input file:
```
! wB97M-V def2-TZVPD RIJCOSX def2/J DEFGRID3
* xyz 0 1
C 3.18 0.93 0.10
C 2.18 -0.31 -0.05
O 2.52 -1.51 -0.25
C 0.72 -0.07 0.27
C 0.15 1.24 -0.07
C -1.26 1.28 -0.05
O -1.69 2.57 -0.07
C -2.05 0.19 0.18
C -1.50 -1.11 0.08
O -2.28 -2.29 -0.14
C -0.14 -1.14 0.21
H 4.26 0.53 -0.36
H 3.23 1.36 1.20
H 3.04 1.94 -0.51
H 0.48 2.32 -0.10
H -2.69 2.46 -0.68
H -3.16 0.30 0.00
H -1.66 -3.02 0.26
H 0.46 -2.10 -0.08
*
```

Which charges does Löwdin predict for the atoms? In e, they are: C -0.05; C -0.33; O 0.01; C -0.14; C 0.06; C -0.40; O -0.03; C 0.04; C -0.27; O 0.00; C -0.03; H 0.12; H 0.10; H 0.09; H 0.13; H 0.25; H 0.14; H 0.15; H 0.16


[4]
C8H8OS | the ωB97M-V functional and the def2-TZVPD basis

Energy relative to the best compared isomer or geometry (same formula, charge and spin) = 361.5 kJ/mol
F_max = 0.0779 Eh/bohr
Calculated total energy = -21302.863 eV

ORCA input file:
```
! wB97M-V def2-TZVPD RIJCOSX def2/J DEFGRID3
* xyz 0 1
C 0.62 0.99 0.14
C 0.78 -0.34 0.28
C -1.66 -0.59 0.35
C -0.56 1.65 -0.01
C -1.74 0.73 -0.02
C -0.31 -1.24 0.32
C -0.57 3.01 -0.19
C 0.67 -3.31 -0.17
O -0.24 -2.60 0.61
S 0.88 3.85 -0.61
H 1.51 1.53 0.47
H 1.78 -0.77 0.19
H -2.44 -1.28 0.19
H -1.42 3.65 -0.04
H 0.20 -4.27 -0.44
H 1.50 -3.34 0.46
H 0.78 -2.68 -0.98
H 0.23 5.00 -0.55
*
```

Which charges does Löwdin predict for the atoms? In e, they are: C -0.14; C -0.04; C -0.02; C -0.37; C 0.15; C -0.22; C -0.46; C -0.07; O -0.11; S 0.80; H 0.10; H 0.12; H 0.08; H 0.06; H 0.11; H 0.08; H 0.06; H -0.14


[5]
C8H8OS | the ωB97M-V functional and the def2-TZVPD basis

Energy relative to the best compared isomer or geometry (same formula, charge and spin) = 561.2 kJ/mol
F_max = 0.0845 Eh/bohr
Calculated total energy = -21300.793 eV

ORCA input file:
```
! wB97M-V def2-TZVPD RIJCOSX def2/J DEFGRID3
* xyz 0 1
C 0.88 1.33 0.14
C -0.39 0.62 0.31
C 0.61 -1.50 -0.29
C 1.94 0.55 -0.10
C 1.83 -0.85 -0.28
C -0.52 -0.75 0.09
C 3.06 -0.14 -0.53
C -2.93 -0.91 0.23
O -1.68 -1.41 0.07
S 4.65 -0.24 0.22
H 0.90 2.40 0.26
H -1.16 1.12 0.69
H 0.52 -2.51 -0.61
H 3.86 0.00 -2.47
H -3.21 -0.24 1.03
H -3.65 -1.68 0.26
H -3.16 -0.26 -0.61
H 5.21 -0.46 -0.91
*
```

Which charges does Löwdin predict for the atoms? In e, they are: C 0.01; C 0.04; C 0.06; C -0.21; C -0.10; C -0.26; C -0.59; C -0.10; O -0.05; S 0.73; H 0.11; H 0.06; H 0.11; H 0.12; H 0.09; H 0.08; H 0.10; H -0.21


[6]
C8H8OS3 | the ωB97M-V functional and the def2-TZVPD basis

Energy relative to the best compared isomer or geometry (same formula, charge and spin) = 128.8 kJ/mol
F_max = 0.0704 Eh/bohr
Calculated total energy = -42977.625 eV

ORCA input file:
```
! wB97M-V def2-TZVPD RIJCOSX def2/J DEFGRID3
* xyz 0 1
C 0.31 0.42 1.61
C -0.87 -0.18 0.91
C -2.10 0.54 0.70
C -3.08 0.17 -0.16
C -2.88 -0.96 -0.89
C -1.76 -1.81 -0.66
C -0.75 -1.42 0.22
C 0.58 -2.20 0.18
H 0.00 1.05 2.51
H 1.05 -0.20 2.05
H -2.27 1.50 1.27
H -4.04 0.76 -0.23
H -3.54 -1.37 -1.65
H -1.66 -2.88 -0.90
H 0.64 -3.08 -0.41
H 1.00 -2.55 1.16
O -0.11 2.64 0.07
S 1.05 1.82 0.60
S 2.05 -1.20 -0.45
S 1.46 0.52 -1.15
*
```

Which charges does Löwdin predict for the atoms? In e, they are: C -0.35; C -0.25; C -0.05; C -0.10; C -0.08; C -0.03; C -0.25; C -0.41; H 0.11; H 0.06; H 0.13; H 0.14; H 0.10; H 0.12; H 0.04; H 0.08; O -0.59; S 0.68; S 0.42; S 0.25


[7]
C8H9BrClF3N2 | the ωB97M-V functional and the def2-TZVPD basis

F_max = 0.0849 Eh/bohr
Calculated total energy = -102134.212 eV

ORCA input file:
```
! wB97M-V def2-TZVPD RIJCOSX def2/J DEFGRID3
* xyz 0 1
C -0.11 0.72 -0.30
C 0.06 1.88 0.40
C 0.92 -0.13 -0.04
C 1.14 -1.53 -0.44
C -3.17 0.68 -2.22
C 2.84 0.05 1.54
C -3.17 -0.28 -0.97
C -0.65 3.18 0.40
N 1.18 1.76 1.21
N 1.65 0.58 0.91
F -2.02 3.18 0.19
F -0.47 3.97 1.50
F -0.18 3.98 -0.63
Cl -2.53 -1.77 -0.91
Br -4.06 0.41 0.49
H 1.90 -1.63 -1.16
H 1.46 -2.08 0.36
H 0.30 -1.98 -0.93
H -3.87 0.40 -2.99
H -3.36 1.70 -2.05
H -2.05 0.70 -2.53
H 3.35 0.81 2.30
H 2.72 -0.85 2.22
H 3.44 -0.25 0.70
*
```

Which charges does Löwdin predict for the atoms? In e, they are: C 0.15; C -0.19; C -0.24; C -0.02; C -0.18; C -0.02; C -1.33; C -0.49; N 0.16; N -0.18; F 0.07; F 0.11; F 0.09; Cl 0.68; Br 0.71; H 0.07; H 0.05; H 0.05; H 0.06; H 0.03; H 0.09; H 0.14; H 0.10; H 0.08


[8]
C8H9BrS | the ωB97M-V functional and the def2-TZVPD basis

Energy relative to the best compared isomer or geometry (same formula, charge and spin) = 223.2 kJ/mol
F_max = 0.0750 Eh/bohr
Calculated total energy = -89315.915 eV

ORCA input file:
```
! wB97M-V def2-TZVPD RIJCOSX def2/J DEFGRID3
* xyz 0 1
C -0.49 1.98 0.22
C -0.73 1.20 -0.87
C 0.02 1.50 1.43
C -0.55 -0.15 -0.82
C 0.40 0.20 1.42
C -0.01 -0.72 0.39
C 2.65 -2.11 0.29
C 0.18 -2.10 0.50
S 0.26 -3.04 2.09
Br 3.29 -0.44 0.43
H -0.74 3.01 0.04
H -0.94 1.76 -1.83
H -0.08 2.06 2.38
H -0.72 -0.79 -1.69
H 1.02 -0.19 2.25
H 2.85 -2.60 1.24
H 2.71 -2.67 -0.71
H -0.05 -2.73 -0.28
H -0.40 -4.12 1.69
*
```

Which charges does Löwdin predict for the atoms? In e, they are: C -0.11; C -0.13; C -0.09; C -0.03; C -0.14; C -0.36; C -0.63; C -0.42; S 0.72; Br 0.75; H 0.10; H 0.13; H 0.12; H 0.12; H 0.09; H -0.04; H 0.04; H 0.04; H -0.16


[9]
C8H9Cl2N2S | the ωB97M-V functional and the def2-TZVPD basis

Energy relative to the best compared isomer or geometry (same formula, charge and spin) = 44.1 kJ/mol
F_max = 0.0910 Eh/bohr
Calculated total energy = -47294.695 eV

ORCA input file:
```
! wB97M-V def2-TZVPD RIJCOSX def2/J DEFGRID3
* xyz 1 1
C 2.92 -0.40 -0.40
C 1.79 -0.89 0.11
C 0.67 -0.01 -0.15
C 1.09 1.17 -0.93
C -1.57 0.65 0.15
C 0.10 2.03 -1.32
C 1.70 -2.19 0.82
C -3.00 -0.02 0.49
N -0.59 -0.34 0.18
N -1.22 1.57 -0.96
S 2.78 1.17 -1.18
Cl -1.36 1.76 1.70
Cl 0.01 3.46 -2.22
H 3.88 -0.81 -0.47
H 1.05 -2.88 0.39
H 2.76 -2.69 0.65
H 1.29 -2.03 1.81
H -3.06 -0.72 -0.25
H -2.75 -0.45 1.50
H -3.82 0.63 0.41
H -0.70 -1.20 0.72
H -1.97 2.20 -1.05
*
```

Which charges does Löwdin predict for the atoms? In e, they are: C -0.26; C -0.29; C -0.15; C -0.48; C -0.67; C -0.63; C -0.02; C -0.01; N 0.10; N 0.03; S 1.10; Cl 0.56; Cl 0.86; H 0.08; H 0.06; H 0.15; H 0.10; H 0.05; H 0.10; H 0.07; H 0.17; H 0.10


[10]
C8H9Cl2NO2P | the ωB97M-V functional and the def2-TZVPD basis

F_max = 0.1495 Eh/bohr
Expectation value of S² = 2.024
Calculated total energy = -48348.794 eV

ORCA input file:
```
! wB97M-V def2-TZVPD RIJCOSX def2/J DEFGRID3
* xyz 1 3
C 0.35 -2.98 -1.34
C 0.31 -2.03 -2.40
C 0.78 -2.69 -0.12
C 0.58 -0.71 -2.09
C 1.08 -1.36 0.09
C -0.08 1.24 1.01
C -1.07 2.82 2.30
C 1.20 0.95 -0.38
N 0.93 -0.40 -0.81
O -0.64 0.21 1.25
O -0.10 2.45 1.40
P 2.85 1.08 0.56
Cl 3.09 3.09 0.73
Cl 4.06 0.67 -1.04
H 0.39 -4.11 -1.41
H -0.04 -2.25 -3.40
H 0.82 -3.54 0.52
H 0.65 0.04 -2.97
H 1.36 -1.06 1.12
H -0.41 3.29 3.05
H -1.44 1.97 2.77
H -1.95 3.30 1.98
H 1.09 1.57 -1.33
*
```

Which charges does Löwdin predict for the atoms? In e, they are: C -0.08; C 0.08; C -0.02; C 0.04; C -0.10; C -0.41; C -0.02; C -0.36; N -0.13; O 0.14; O 0.00; P 0.23; Cl 0.24; Cl 0.21; H 0.14; H 0.14; H 0.13; H 0.19; H 0.13; H 0.13; H 0.08; H 0.11; H 0.13


[11]
C8H9Cl3Si | the ωB97M-V functional and the def2-TZVPD basis

Energy relative to the best compared isomer or geometry (same formula, charge and spin) = 386.8 kJ/mol
F_max = 0.1511 Eh/bohr
Calculated total energy = -53886.941 eV

ORCA input file:
```
! wB97M-V def2-TZVPD RIJCOSX def2/J DEFGRID3
* xyz 0 1
C 2.76 1.08 -1.14
C 2.31 1.63 0.00
C 2.36 -0.24 -1.54
C 1.48 0.95 0.77
C 1.51 -0.95 -0.65
C 1.04 -0.30 0.51
C -3.65 -0.99 0.08
C 0.00 -0.79 1.47
Si -2.19 0.25 0.08
Cl -0.14 -2.54 1.69
Cl -1.58 0.69 -1.78
Cl -2.90 1.76 1.30
H 3.43 1.61 -1.90
H 2.66 2.71 0.23
H 2.74 -0.59 -2.37
H 1.04 1.35 1.60
H 1.15 -1.86 -0.83
H -4.16 -0.41 -0.72
H -3.51 -2.03 -0.30
H -4.35 -1.03 0.96
H -0.01 -0.33 2.51
*
```

Which charges does Löwdin predict for the atoms? In e, they are: C -0.09; C -0.12; C -0.02; C -0.12; C -0.03; C -0.38; C -0.28; C -0.58; Si -0.13; Cl 0.55; Cl 0.36; Cl 0.26; H 0.12; H 0.14; H 0.04; H 0.08; H 0.05; H 0.01; H 0.04; H 0.05; H 0.07


[12]
C8H9ClHfO3 | the ωB97M-V functional and the def2-TZVPD basis

Energy relative to the best compared isomer or geometry (same formula, charge and spin) = 237.6 kJ/mol
F_max = 0.1374 Eh/bohr
Calculated total energy = -28393.779 eV

ORCA input file:
```
! wB97M-V def2-TZVPD RIJCOSX def2/J DEFGRID3
* xyz 2 1
Cl -3.48 1.07 -0.74
C 0.56 -1.82 -0.59
C 1.74 -1.05 -0.20
C 1.59 0.27 -0.73
H 2.62 -1.48 0.25
C 0.32 0.36 -1.44
C -0.29 -0.94 -1.37
H -1.17 -1.23 -1.95
H 0.47 -2.90 -0.49
H 2.39 1.00 -0.82
C -0.21 1.56 -2.15
Hf -0.15 -0.10 0.71
C 0.19 -1.71 2.35
C -2.66 -0.44 1.04
O 0.33 -2.27 3.34
O -3.54 -0.71 1.74
H 0.14 2.46 -1.62
H -1.31 1.51 -2.07
H 0.08 1.61 -3.20
O 0.66 1.50 2.30
H 0.16 1.79 3.06
H 1.57 1.53 2.60
*
```

Which charges does Löwdin predict for the atoms? In e, they are: Cl 0.08; C -0.15; C -0.13; C -0.09; H 0.15; C -0.37; C -0.11; H 0.16; H 0.15; H 0.16; C -0.02; Hf 1.66; C 0.03; C -0.34; O 0.25; O 0.09; H 0.11; H 0.02; H 0.13; O -0.02; H 0.11; H 0.11